No. 1
C26H37NO7P2PdSSi as an isolated structure. Source: OMol25; level of theory: ωB97M-V/def2-TZVPD.

Atoms and positions in Å:
Pd -0.6752 0.1097 -0.4557
N -0.3523 -0.1965 -4.5397
C -1.6238 0.3010 -3.8660
C -2.6277 0.6741 -4.9579
P -2.3510 -1.1578 -2.8674
O -1.1629 -2.2623 -3.1606
O -3.5937 -1.5621 -3.5317
O -2.3106 -0.8827 -1.3833
P -1.0439 1.8148 -2.9048
O -1.7131 3.0539 -3.6729
O 0.4354 1.8122 -3.1438
O -1.5891 1.8266 -1.5018
H -0.2197 -1.1853 -4.2868
H 0.4086 0.4029 -4.1414
H -0.3978 -0.0833 -5.5492
H -2.9101 -0.2103 -5.5285
H -2.2247 1.4483 -5.6141
H -3.5391 1.0591 -4.5066
H -0.6265 -2.4041 -2.3681
H -2.3563 3.4930 -3.1014
C 3.2463 -0.7872 -4.1622
C 4.0318 -0.1969 -2.9921
C 3.2159 0.7492 -2.1131
S 2.0589 -0.0067 -0.9496
O 1.1742 -0.9737 -1.7183
C 3.2344 -1.0218 0.0172
C 3.0854 -2.5153 -0.2646
C 1.9095 -3.1483 0.4753
H 3.8779 -1.4375 -4.7679
H 2.8777 0.0141 -4.8085
H 2.4003 -1.3685 -3.8011
H 4.8768 0.3738 -3.3842
H 4.4658 -0.9983 -2.3891
H 2.5969 1.4326 -2.6916
H 3.8560 1.3477 -1.4574
H 3.0249 -0.7913 1.0617
H 4.2345 -0.6591 -0.2187
H 4.0149 -2.9997 0.0440
H 2.9862 -2.6762 -1.3395
H 2.0895 -3.1416 1.5509
H 1.7624 -4.1818 0.1609
H 0.9851 -2.6016 0.2847
C -3.7973 -2.8664 3.6884
C -3.8367 -2.5857 2.3304
C -2.9925 -1.6233 1.7905
C -2.0934 -0.9284 2.6032
C -2.0691 -1.2211 3.9716
C -2.9128 -2.1817 4.5111
Si -1.0092 0.4313 1.8964
C -1.6952 2.1172 2.3495
C -2.2863 2.9910 1.4379
C -2.7956 4.2146 1.8583
C -2.7231 4.5823 3.1931
C -2.1380 3.7219 4.1148
C -1.6296 2.5034 3.6932
C 0.7173 0.3179 2.6536
C 1.2093 -0.8592 3.2261
C 2.4990 -0.9246 3.7421
C 3.3310 0.1844 3.6798
C 2.8664 1.3596 3.0976
C 1.5759 1.4227 2.5940
H -4.4565 -3.6162 4.1074
H -4.5262 -3.1159 1.6855
H -3.0280 -1.4170 0.7268
H -1.3845 -0.6933 4.6270
H -2.8817 -2.3945 5.5726
H -2.3416 2.7117 0.3927
H -3.2508 4.8824 1.1372
H -3.1206 5.5361 3.5164
H -2.0783 4.0019 5.1592
H -1.1702 1.8468 4.4256
H 0.5721 -1.7347 3.2768
H 2.8520 -1.8432 4.1956
H 4.3339 0.1366 4.0848
H 3.5079 2.2310 3.0499
H 1.2203 2.3497 2.1557

As for the total charge: 0. The spin multiplicity is 3.

***

No. 2
C26H38Cl3GeN2NiOS5SbTe as an isolated structure. Source: OMol25; level of theory: ωB97M-V/def2-TZVPD.

Atoms and positions in Å:
Ni 0.7792 -0.6867 -0.2376
S 0.4462 1.3538 3.3190
Sb 0.4003 2.3827 1.3378
S -1.2132 0.6919 0.2561
S 2.6598 -0.5280 1.0605
S 2.2892 1.2332 0.0359
C 0.8868 -3.2805 -2.9249
Te 1.8331 -1.4199 -2.5136
C 3.7135 -2.2258 -1.9426
H 1.0109 -3.9311 -2.0635
H 1.3118 -3.7294 -3.8176
H -0.1706 -3.0807 -3.0851
H 4.3832 -2.2294 -2.7968
H 3.5519 -3.2375 -1.5777
H 4.0883 -1.5989 -1.1378
Cl -1.4807 -3.4526 10.5477
C -1.2054 -3.5698 8.8386
C -1.5637 -4.7262 8.1669
C -1.3374 -4.8053 6.8027
C -0.7602 -3.7531 6.1014
C -0.5348 -3.8426 4.6128
C -1.6016 -3.0890 3.8105
N -1.2048 -2.9951 2.4159
C -1.6486 -3.7542 1.3619
C -0.9699 -3.3152 0.2687
N -0.1072 -2.3148 0.6453
C -0.2744 -2.1499 1.9437
O -0.5185 -5.1823 4.1647
C 0.7976 -5.7384 4.2042
C 1.6999 -5.0691 3.2075
C 1.6530 -5.3057 1.8647
Cl 0.7218 -6.5104 1.0708
S 2.7236 -4.3142 0.9742
C 3.2427 -3.5229 2.3982
C 2.6317 -4.0294 3.5018
C -0.4127 -2.6072 6.8119
Cl 0.3072 -1.2584 5.9830
C -0.6284 -2.5004 8.1759
H -2.0106 -5.5483 8.7070
H -1.6045 -5.7023 6.2606
H 0.4211 -3.3629 4.3739
H -1.7405 -2.0815 4.2012
H -2.5537 -3.6159 3.8614
H -2.3711 -4.5386 1.4985
H -1.0376 -3.6622 -0.7477
H 0.2165 -1.3947 2.5463
H 0.6771 -6.7963 3.9738
H 1.2075 -5.6473 5.2139
H 3.9748 -2.7338 2.3422
H 2.8221 -3.6706 4.5040
H -0.3509 -1.6011 8.7055
C -3.5622 4.8282 0.0932
C -3.0140 3.9863 -1.0499
C -3.7826 2.6833 -1.2305
C -3.1984 1.7611 -2.2986
Ge -1.3574 1.1850 -1.9282
C 0.0277 2.4621 -2.4837
C -0.2815 3.1608 -3.8009
C 0.8133 4.1390 -4.2152
C 0.5079 4.8309 -5.5356
H -3.0194 5.7681 0.1966
H -3.4838 4.2910 1.0405
H -4.6162 5.0661 -0.0646
H -1.9563 3.7726 -0.8593
H -3.0412 4.5582 -1.9840
H -4.8222 2.9194 -1.4807
H -3.8131 2.1560 -0.2717
H -3.2066 2.2482 -3.2780
H -3.8046 0.8579 -2.3925
H -1.1059 -0.1614 -2.6649
H 0.9718 1.9153 -2.5579
H 0.1663 3.1998 -1.6879
H -1.2329 3.6988 -3.7293
H -0.4141 2.4176 -4.5964
H 1.7644 3.6019 -4.2837
H 0.9455 4.8824 -3.4228
H 0.4146 4.1043 -6.3454
H 1.2910 5.5373 -5.8121
H -0.4328 5.3828 -5.4801

As for the total charge: 0. The spin multiplicity is 3.

***

No. 3
A 2-piece molecular cluster, C26H38ClFO3Si overall in a non-equilibrium geometry. Source: OMol25; level of theory: ωB97M-V/def2-TZVPD.

Atoms and positions in Å:
C -2.6980 -2.2754 -1.8696
Si -0.8962 -2.6288 -1.2758
C -1.0069 -2.7003 0.6675
C 0.3664 -1.2823 -1.7825
C 1.5181 -0.9891 -0.6966
C 2.0942 0.5138 -0.9552
C 3.0373 0.9626 0.2814
C 2.4930 2.2988 1.0404
C 3.8210 3.1255 1.4999
C 4.4071 2.3680 2.8243
C 3.5713 2.9397 4.0639
O 3.3699 1.9885 5.1496
C 3.0037 2.6723 6.3631
O 3.9297 3.0423 7.1365
O 1.6496 2.9249 6.7384
C 1.0373 3.9382 5.8903
C -0.1353 4.7726 6.5910
C -0.7141 5.7736 5.4394
Cl -0.7855 7.5222 6.0080
C -0.2905 -4.4039 -1.7890
C -1.1153 -5.5838 -1.1403
C -0.7332 -7.0684 -1.4137
C 0.4983 -7.3032 -2.3490
C 1.3122 -6.1444 -3.0161
C 0.9275 -4.6557 -2.7369
H -2.9872 -1.2284 -1.4625
H -2.8042 -2.2220 -3.0077
H -3.4399 -3.0267 -1.4163
H -1.9485 -3.2825 0.9660
H -0.9306 -1.6690 1.1523
H -0.0971 -3.3421 0.9880
H 0.8945 -1.6179 -2.7516
H -0.1633 -0.2884 -2.0500
H 1.1518 -0.9945 0.3925
H 2.3821 -1.7409 -0.7621
H 2.6946 0.5214 -1.9255
H 1.1784 1.2171 -0.9760
H 4.1056 1.2020 -0.0761
H 3.1239 0.1525 1.1002
H 1.8710 1.9345 1.9264
H 1.8220 2.9359 0.3689
H 3.5491 4.1876 1.8604
H 4.5866 3.1920 0.6582
H 4.2947 1.2286 2.7369
H 5.5155 2.6799 2.8835
H 3.9859 3.9499 4.4474
H 2.5147 3.1915 3.6547
H 1.8841 4.6761 5.5993
H 0.7190 3.4474 4.8933
H -0.9318 4.0612 6.9897
H 0.3565 5.4253 7.3962
H 0.0329 5.7555 4.5550
H -1.7077 5.3950 4.9979
H -2.0101 -5.3495 -0.4513
H -1.3178 -7.9263 -0.9167
H 0.7796 -8.3984 -2.5343
H 2.2219 -6.3233 -3.6927
H 1.4900 -3.7556 -3.1598
F -2.7095 0.0924 -4.9550
C -3.9109 -0.1109 -5.5191
C -4.9296 -0.6740 -4.7665
C -6.1760 -0.8801 -5.3489
C -6.3860 -0.5304 -6.6808
C -5.3540 0.0298 -7.4285
C -4.1106 0.2462 -6.8433
H -4.7450 -0.9472 -3.7340
H -6.9823 -1.3130 -4.7665
H -7.3575 -0.6956 -7.1359
H -5.5180 0.2977 -8.4669
H -3.2985 0.6894 -7.4077

As for the total charge: 0. As for the structure (SMILES): C[Si](C)(CCCCCCCCOC(=O)OCCCCl)c1ccccc1.Fc1ccccc1.

***

No. 4
C26H39N4O3PSe2TeZr as an isolated structure in a non-equilibrium geometry. Source: OMol25; level of theory: ωB97M-V/def2-TZVPD.

Atoms and positions in Å:
Zr -1.0964 -0.9045 -0.6376
C -5.7562 -0.9545 1.4604
N -4.7580 -0.1327 0.7843
C -4.4661 1.1446 1.4288
C -3.7724 -0.7518 0.1089
O -2.9483 0.0179 -0.5749
C -4.1374 -2.0190 -0.6634
O -2.9555 -2.4174 -1.3705
C -3.0784 -2.5064 -2.7891
C -2.0784 -1.5436 -3.4077
O -1.0191 -1.3552 -2.7366
N -2.2862 -0.9815 -4.5671
C -1.2801 -0.0839 -5.1516
C -3.5031 -1.2170 -5.3533
H -6.4942 -0.2979 1.9126
H -5.2974 -1.5689 2.2436
H -6.2745 -1.6011 0.7554
H -5.3549 1.7712 1.3917
H -3.6533 1.6408 0.9090
H -4.1893 0.9835 2.4749
H -4.9240 -1.7360 -1.3690
H -4.4638 -2.8422 -0.0344
H -4.1019 -2.3185 -3.1038
H -2.7980 -3.5173 -3.1005
H -0.4398 0.0220 -4.4727
H -1.7413 0.8864 -5.3306
H -0.9423 -0.5032 -6.0980
H -3.7580 -2.2739 -5.3747
H -3.3095 -0.9004 -6.3739
H -4.3339 -0.6328 -4.9582
Se 0.1605 1.3786 -0.6280
P 1.6616 -0.2326 -1.0383
Se -0.2509 -2.8417 0.8544
C 3.0944 0.1544 0.0152
C 3.5024 1.4616 0.2734
C 4.6586 1.6970 1.0021
C 5.4129 0.6309 1.4823
C 5.0025 -0.6723 1.2406
C 3.8456 -0.9102 0.5083
C 2.2409 0.0348 -2.7413
C 2.8017 -1.0660 -3.3865
C 3.2746 -0.9492 -4.6858
C 3.1801 0.2649 -5.3498
C 2.6156 1.3637 -4.7133
C 2.1480 1.2519 -3.4128
H 2.9316 2.2981 -0.1126
H 4.9881 2.7142 1.1719
H 6.3257 0.8198 2.0319
H 5.5870 -1.5067 1.6048
H 3.5328 -1.9308 0.3186
H 2.8669 -2.0223 -2.8789
H 3.7136 -1.8069 -5.1774
H 3.5486 0.3579 -6.3626
H 2.5484 2.3126 -5.2291
H 1.7071 2.1123 -2.9240
C 1.0070 0.7702 5.7999
C -0.2001 0.5996 4.8460
N 0.2180 0.8141 3.4699
C 0.5943 2.2063 3.2682
C 1.6522 2.6319 4.3138
N 2.1212 1.3721 4.9867
C 2.5912 0.3879 3.9488
C 1.3426 -0.0555 3.1536
H 1.3815 -0.1752 6.1894
H 0.8083 1.4409 6.6339
H -0.9855 1.3143 5.0910
H -0.6186 -0.4017 4.9451
H -0.2880 2.8399 3.3499
H 0.9882 2.3109 2.2573
H 1.2540 3.2796 5.0935
H 2.5267 3.1066 3.8716
H 2.8985 1.5965 5.6047
H 3.0820 -0.4284 4.4760
H 3.3245 0.9019 3.3278
H 1.0708 -1.0872 3.3765
H 1.5488 0.0070 2.0879
Te -2.2036 -1.7525 2.0432

As for the total charge: +2.

***

| no. | electronic energy (eV) |
| --- | --- |
| 1 | -84160.572 |
| 2 | -235742.882 |
| 3 | -56831.335 |
| 4 | -188243.679 |